ORCA calculation (ωB97M-V/def2-TZVPD) on a cluster of 14 separate species, C56H91N7O21 in total in a non-equilibrium geometry.

Each line ends with the Löwdin charge.
Atoms and positions in Å:
O: -0.94106 0.34968 0.92783  0.11
O: -0.95873 5.40457 -3.08880  0.01
O: 1.07792 6.87014 2.23079  0.07
O: 0.64854 7.35775 0.02867  0.09
O: -2.33278 0.00458 -4.39177  0.09
O: -6.22319 -0.58568 0.71041  0.08
O: -7.48841 0.09965 -0.98668  0.14
O: -2.40017 0.32692 3.90747  0.06
O: 2.50962 6.24767 0.65106  0.05
O: -0.77724 -0.95635 -3.05822  0.13
O: -0.77830 1.86838 4.09109  0.03
O: -7.43902 -2.12689 -0.33042  0.04
O: 5.10276 -2.42531 0.25996  0.05
O: 3.47695 -3.89011 -0.28762  0.01
O: -0.53474 -0.17681 5.06562  0.13
O: 3.22437 -1.63672 -0.73494  0.13
O: 0.12406 4.51516 -4.86620  0.12
O: 0.69444 6.50767 -4.10176  0.10
O: -0.84693 -1.72987 0.33372  0.07
O: -2.70331 -0.98470 1.21839  0.13
O: -0.19424 0.50411 -4.62355  0.06
N: -1.33506 4.33473 0.51930  0.21
N: 1.47816 -2.77624 2.64264  0.20
N: 4.98980 -4.50809 -2.76762  0.17
N: 1.48594 -6.45113 1.63960  0.17
N: 3.66126 2.43747 2.79961  0.18
N: -3.56128 -4.65535 0.41467  0.18
N: 1.60964 4.43692 -1.61941  0.23
C: -1.84479 2.49938 3.28421  -0.05
C: -1.04142 6.77194 -2.72944  -0.11
C: -4.01162 1.99335 4.49985  -0.01
C: 4.37139 -4.56113 0.62543  -0.10
C: -5.52966 -1.89182 2.82885  0.01
C: -3.38573 1.81478 -5.41904  0.00
C: -6.96861 -2.75708 0.85206  -0.12
C: 3.20127 2.47389 -2.22025  -0.16
C: -1.18964 0.59370 4.42481  -0.55
C: 6.67181 -3.67034 1.59152  -0.01
C: -1.40202 2.61047 -1.35857  -0.20
C: 0.46503 -1.28748 0.01792  -0.09
C: -0.31784 -5.03817 0.43235  -0.18
C: 0.58019 -3.27369 3.18303  -0.20
C: 2.68986 -3.66320 -3.72329  -0.15
C: 2.67143 -2.63537 -4.87371  -0.22
C: 5.03006 1.07018 -1.36265  -0.10
C: -3.99454 -3.57456 -2.92734  -0.25
C: -2.26417 0.79165 -5.51869  -0.34
C: 0.36917 7.29277 -2.97083  -0.34
C: 0.43667 8.75363 -3.36922  -0.02
C: -2.72518 1.88865 -1.18090  -0.22
C: 2.25200 3.53833 -1.88023  -0.17
C: 1.23352 4.68193 3.36688  -0.01
C: 1.37444 6.90422 0.91090  -0.52
C: -0.17769 -6.39275 -1.75558  -0.09
C: -0.83509 1.30027 -5.61887  -0.04
C: -3.03376 1.51555 3.42434  -0.29
C: 0.40393 0.18644 0.40542  -0.25
C: 3.08541 5.77800 1.81052  -0.11
C: 2.39321 -1.20656 -4.38712  -0.09
C: 4.22559 2.29838 -1.07450  -0.24
C: 1.98976 6.02083 2.95156  -0.22
C: -1.07109 -0.21191 -3.95053  -0.57
C: 0.70695 -5.88284 1.06516  -0.25
C: 3.36973 1.87672 3.76234  -0.22
C: 5.61449 -3.74368 0.49620  -0.36
C: -5.47583 -3.87361 -2.89195  -0.10
C: -1.55813 -0.79138 0.90196  -0.62
C: 3.84132 -2.55486 -0.31476  -0.51
C: 1.39211 0.61188 1.42438  0.00
C: -3.45237 -3.00592 -1.59449  -0.19
C: 1.03945 -4.01462 5.92966  -0.12
C: -7.11599 -0.79258 -0.27671  -0.55
C: -0.50364 -3.94364 3.97163  -0.14
C: 4.00678 -4.13398 -3.23138  -0.19
C: 2.99050 0.97060 4.87623  -0.16
C: 3.46064 -0.44328 4.52837  -0.27
C: -5.83204 -1.87467 1.30605  -0.30
C: -3.55382 -3.87745 -0.46489  -0.25
C: -0.00222 5.39936 -4.06545  -0.61
C: 4.82736 -0.53803 3.92194  -0.10
C: -1.28220 3.59886 -0.36797  -0.25
C: -0.14624 -5.02005 -1.07955  -0.25
C: -3.94158 2.81893 -1.50895  -0.07
C: -0.39987 -3.69662 5.54736  -0.21
H: 0.79935 -4.57648 -1.35642  0.08
H: -1.27389 -5.52088 0.65037  0.09
H: 2.16714 -3.24395 -2.87665  0.09
H: 0.33051 4.95406 3.94353  0.09
H: -0.40965 0.92692 -6.52796  0.13
H: -1.82913 7.18512 -3.38757  0.14
H: 3.95825 6.36963 2.03359  0.12
H: 5.68183 -0.30261 4.56751  0.09
H: -4.85058 1.24193 4.66931  0.11
H: 0.46673 0.75713 -0.47481  0.11
H: -0.58431 -2.64751 5.76977  0.08
H: -7.76897 -2.81788 1.58642  0.13
H: 5.84109 1.00332 -0.63631  0.09
H: -1.41499 -3.59787 3.45430  0.12
H: 2.42227 6.58969 3.80616  0.15
H: -3.55653 2.29378 -6.37125  0.09
H: -4.89285 2.25099 -1.56468  0.07
H: -0.42220 -5.00907 3.83862  0.10
H: 7.23931 -2.78317 1.51571  0.07
H: -3.17272 2.55300 -4.64854  0.08
H: 4.91318 3.15462 -1.13769  0.12
H: 1.40366 1.66029 1.46202  0.06
H: -6.41839 -1.66913 3.45525  0.10
H: -4.45625 2.91164 4.15601  0.08
H: -6.66275 -3.78491 0.64247  0.13
H: -3.86857 -2.78274 -3.74844  0.13
H: -0.04724 -6.23658 -2.83104  0.07
H: 1.58967 -1.25293 -3.64831  0.05
H: -4.02040 -2.04945 -1.41404  0.14
H: 1.02704 7.10125 -2.04339  0.14
H: -3.97551 3.62538 -0.73264  0.08
H: -2.71081 0.98603 -1.84118  0.11
H: 3.75967 2.15961 -0.13049  0.08
H: -1.17519 -4.34760 6.03388  0.12
H: 1.37728 -5.04082 5.67721  0.09
H: 0.67895 -1.53976 -1.02566  0.12
H: 1.00882 4.24583 2.44254  0.05
H: -4.94231 -2.23019 0.74052  0.10
H: -0.27046 9.21415 -2.64223  0.10
H: -2.73742 1.52823 -0.15511  0.09
H: -5.06982 -2.83619 3.04135  0.08
H: -0.58391 2.35733 -5.46982  0.12
H: 2.71419 -0.87999 3.86193  0.07
H: -2.43488 0.22765 -6.45626  0.16
H: 4.93605 0.05117 3.04110  0.05
H: 3.55708 -2.66294 -5.49099  0.11
H: 1.21237 -4.04906 7.01114  0.07
H: 6.08207 -3.99106 -0.46889  0.13
H: 1.47924 9.20865 -3.22415  0.11
H: 2.15113 -0.49160 -5.14709  0.06
H: -4.71491 -1.14489 2.94219  0.07
H: 5.43669 1.09082 -2.31549  0.06
H: 0.62840 -7.00433 -1.40169  0.06
H: 1.88157 -2.87753 -5.54074  0.09
H: -0.88359 -4.28971 -1.50618  0.10
H: -1.42669 6.77185 -1.69607  0.14
H: -2.37250 -2.68076 -1.61918  0.11
H: -3.44067 -4.47466 -3.18266  0.10
H: -0.53101 1.92258 -1.22763  0.10
H: 3.98763 -4.52608 1.66399  0.13
H: 3.68465 2.72709 -3.17924  0.14
H: 6.21341 -3.81806 2.60078  0.09
H: 2.35753 0.25782 1.19969  0.07
H: 4.95724 -1.58017 3.62054  0.07
H: -1.96292 3.51789 3.60982  0.13
H: 1.14265 0.29058 2.42780  0.08
H: 7.36121 -4.51626 1.38034  0.09
H: 1.22574 -1.78254 0.60034  0.07
H: 3.34671 -0.94442 5.47675  0.11
H: -4.31429 1.37637 -5.16559  0.07
H: -1.49479 2.59722 2.31920  0.05
H: -1.10584 -6.94694 -1.51864  0.09
H: 4.41117 0.20904 -1.12210  0.05
H: 4.52330 -5.57927 0.26304  0.14
H: -5.86206 -4.32032 -3.74599  0.05
H: -1.29289 3.05981 -2.32755  0.10
H: -5.96399 -2.88751 -2.68975  0.09
H: -5.63153 -4.51857 -2.03218  0.07
H: 2.18452 -4.56124 -4.07049  0.11
H: -0.31210 -4.05244 0.89265  0.08
H: -3.59837 1.30986 2.52820  0.14
H: 1.87265 0.96069 4.90292  0.11
H: 3.26944 -0.80331 -3.87602  0.07
H: 3.38363 4.78461 1.62670  0.09
H: -3.78247 3.38084 -2.48429  0.08
H: 1.69926 -3.33578 5.42966  0.05
H: 3.47270 1.28489 5.85423  0.14
H: -3.41799 2.16150 5.37965  0.08
H: 0.08042 8.95761 -4.36888  0.08
H: 1.83188 4.12864 4.06648  0.05
H: 2.70279 1.57638 -2.47163  0.09

Force components x, y, z for each atom (eV/Å):
O 1.0 1.5 0.3
O 1.2 -0.3 -1.2
O 0.0 0.3 -0.3
O 1.7 -0.4 2.4
O 0.9 -1.4 1.3
O 0.3 -0.6 1.0
O -0.2 -1.2 0.2
O 0.3 -0.3 0.1
O -0.9 1.0 -1.1
O -0.3 0.0 0.1
O -1.3 -0.8 0.0
O -0.4 1.0 -0.6
O -2.1 0.4 -0.5
O -0.2 1.6 0.4
O 0.0 0.2 -0.2
O -0.6 0.0 -0.5
O 0.0 -0.4 0.2
O 1.1 -0.2 -0.1
O 0.7 -1.8 -0.3
O -0.1 0.4 0.4
O 0.7 0.3 0.5
N 0.2 -0.3 -0.4
N -1.1 -0.5 0.5
N -0.1 0.0 -0.3
N 2.6 -2.0 1.7
N 0.0 0.0 0.4
N -0.2 2.0 -2.1
N -1.2 1.3 0.5
C 0.2 -1.1 1.4
C -1.4 0.3 1.4
C -0.6 -1.3 -0.6
C 0.0 -0.3 0.5
C 0.1 1.8 -1.6
C 1.0 0.6 -0.1
C -0.2 -0.5 0.4
C 0.5 1.2 0.3
C 0.2 0.9 -0.6
C -1.1 -2.5 0.2
C 1.0 -1.6 -0.8
C 0.4 -0.1 -0.2
C 0.0 -1.1 -0.2
C 0.8 0.0 0.5
C 0.7 -0.3 -0.6
C 0.3 0.9 0.3
C -0.3 -0.5 2.7
C 0.6 0.9 -1.3
C -1.8 1.8 -2.4
C 0.2 1.0 1.4
C 0.6 0.8 1.7
C -0.8 -0.4 -1.0
C 1.2 -1.4 -0.8
C 0.5 3.4 1.2
C -2.0 0.0 -1.8
C -1.0 0.5 0.2
C 0.4 -0.2 0.1
C -0.2 1.1 1.2
C 0.0 -1.0 0.3
C -0.2 0.7 2.3
C 0.7 -0.6 1.1
C 0.6 0.4 -2.0
C 0.5 -1.4 -0.5
C -0.2 -0.6 0.7
C -2.5 2.4 -1.4
C -0.1 -0.2 0.2
C 1.4 0.7 -1.0
C 0.6 1.9 2.6
C -2.3 -0.9 -0.5
C 2.1 -1.6 1.4
C -0.8 -0.1 0.5
C 0.2 2.2 -1.0
C -0.1 -1.6 0.9
C 0.5 0.3 0.1
C 0.1 1.1 0.1
C -0.3 0.5 -0.1
C 0.0 0.8 0.0
C -0.8 0.5 0.2
C 0.5 -0.6 -0.3
C -0.1 -2.7 2.6
C -0.9 -1.5 -0.6
C 0.7 -1.3 0.4
C -0.1 1.9 2.0
C -0.4 0.9 -0.7
C 0.7 0.5 -0.1
C -0.1 -0.4 -1.4
H 0.5 0.3 0.2
H -0.1 0.2 0.1
H -0.3 0.0 0.4
H 0.2 0.0 -0.6
H 0.3 0.4 -0.8
H 0.5 0.4 0.2
H 0.5 0.2 0.1
H -0.4 0.1 0.2
H 1.2 0.9 -0.1
H 0.2 0.9 -0.9
H -0.3 0.0 0.0
H -0.3 0.2 0.1
H 0.2 0.0 -0.1
H -0.1 -0.2 0.7
H -0.5 -0.4 -0.6
H 0.2 0.4 -0.3
H 0.6 0.5 0.2
H 0.2 -0.4 -0.4
H 0.4 1.1 0.0
H 0.1 0.2 -0.1
H -0.5 0.1 0.6
H 0.2 1.6 0.1
H 0.6 -0.2 -0.4
H -0.2 0.5 0.0
H 0.1 0.2 -0.2
H 0.4 -1.1 1.2
H -0.2 -0.3 0.1
H 0.0 0.3 -0.2
H 0.5 -0.8 0.2
H -0.9 -0.1 -1.7
H -0.3 -0.7 -0.5
H -0.2 0.6 0.4
H -0.5 0.5 0.9
H 0.8 0.6 -0.4
H -0.5 0.4 -0.5
H -0.3 0.5 0.1
H -0.5 -1.3 -1.0
H -0.3 0.6 0.7
H 0.6 0.3 -0.5
H -0.4 -0.1 0.0
H 0.0 -0.7 0.3
H -0.4 -0.2 0.2
H 0.2 -0.1 -0.1
H -0.2 -0.4 0.7
H -0.1 0.5 -0.7
H 0.5 -0.2 0.0
H -0.1 0.7 -0.1
H 0.1 -0.3 0.3
H -1.6 -0.7 -0.2
H -0.3 0.1 -0.6
H -0.6 -0.3 0.4
H 0.7 -0.3 -2.0
H 0.6 -0.3 0.2
H -0.9 -0.6 -0.5
H 0.3 -0.9 0.3
H 0.5 0.4 -0.3
H -1.0 -0.3 -0.4
H 0.2 0.0 -0.2
H -0.8 0.5 -0.3
H -0.2 -0.1 -0.6
H 0.1 0.3 0.5
H 0.5 0.3 -0.7
H 1.3 -0.4 -0.4
H 0.2 0.0 -0.1
H -0.5 0.2 0.7
H -0.2 -0.4 0.2
H -0.3 0.4 0.5
H -0.2 -0.4 0.4
H 0.3 -0.7 0.2
H -0.9 -0.9 0.3
H 0.8 -0.2 -2.2
H 0.3 0.3 -0.4
H 0.1 -0.3 -0.7
H -0.2 0.1 0.2
H -0.6 -0.7 -1.6
H 0.0 0.3 -0.6
H -0.1 -0.9 -0.2
H -0.5 -0.2 0.1
H -0.2 -0.1 0.2
H 0.1 0.0 -0.1
H 0.4 -0.3 -0.6
H 0.8 0.2 0.5
H 0.1 0.0 0.2
H 0.2 -1.4 0.3
H -0.1 -0.9 1.0
H 0.5 0.5 0.0
H -0.8 0.0 -1.2
H -0.1 0.1 0.7
H -0.1 -0.2 -0.3
H 0.5 -0.6 -0.2
H -0.9 -1.2 0.2

E in Eh: -4151.8041
E_LUMO in eV: 0.4
Orbital gap in eV: 10.64
Total charge: 0

ORCA calculation (ωB97M-V/def2-TZVPD) on the molecule C5H10O2.

Each line ends with the Löwdin charge.
Atoms and positions in Å:
O: -0.80107 -2.13127 0.60050  -0.18
O: 0.71348 1.00024 -0.40075  -0.16
C: -1.24312 -0.31228 -0.59627  -0.01
C: -1.98651 0.71556 0.15494  -0.03
C: 2.11577 0.95818 -0.23778  -0.09
C: 0.22062 -1.34056 0.71240  -0.33
C: 0.16677 -0.24393 -0.68991  -0.29
H: 0.63865 -0.76187 -1.53150  0.16
H: 2.44830 1.98731 -0.09036  0.09
H: -3.04625 0.48170 0.26259  0.09
H: -1.85438 1.69490 -0.32310  0.11
H: 2.60354 0.54831 -1.13393  0.09
H: -1.77031 -1.09879 -1.11627  0.13
H: 0.19143 -0.46920 1.41281  0.11
H: 2.41114 0.35571 0.63102  0.09
H: -1.51822 0.81239 1.14541  0.11
H: 1.22630 -1.81572 0.81106  0.11

Force components x, y, z for each atom (eV/Å):
O -0.1 -0.2 0.2
O -0.1 0.1 0.0
C 0.1 0.2 0.0
C 0.0 -0.1 0.0
C 0.3 0.0 0.0
C 0.2 0.1 0.1
C -0.2 0.0 -0.3
H 0.0 0.0 0.1
H 0.0 -0.2 0.0
H 0.2 0.0 0.0
H 0.0 -0.1 0.0
H -0.1 0.1 0.1
H 0.1 0.1 0.1
H -0.1 -0.2 0.0
H -0.1 0.1 -0.1
H 0.0 0.0 -0.1
H -0.2 0.1 -0.1

E in Eh: -346.8272
E_LUMO (spin up / spin down) in eV: -0.4 / -0.4
Orbital gap (spin up / spin down) in eV: 7.48 / 7.48
Total charge: 0
Energy above the lowest of the compared OMol25 structures with the same formula, charge and spin in kcal per mole: 124.4